(1)
Here is H4NOPS2 in the gas phase in a non-equilibrium geometry from the Open Molecules 2025 dataset. Energies are from ωB97M-V/def2-TZVPD.

Properties
Kohn-Sham gap: 9.5 eV
E_tot: -1270.17835 hartree
SMILES: N[P@@](O)(=S)S
Molar mass: 129.15 g/mol
LUMO level: 0.5 eV
E_HOMO: -0.327 Ha
Relative energy (zero: lowest compared OMol25 entry of this formula, charge and spin): 0.4769 eV

Last column: Löwdin charge in e.
Atoms and positions in Å:
1 N -0.46 0.81 0.58  -0.17
2 O 0.39 -0.08 -1.77  -0.30
3 P 0.58 -0.27 -0.18  -0.14
4 S 2.51 -0.23 0.11  0.18
5 S -0.53 -2.02 0.17  0.51
6 H -1.03 0.47 1.35  0.04
7 H -0.08 1.49 1.23  0.06
8 H -0.12 0.69 -1.96  0.05
9 H 0.33 -2.93 -0.05  -0.23

***

(2)
Here is a gas-phase ion, C16H18Br2FN2OS (charge +1) in a non-equilibrium geometry from the Open Molecules 2025 dataset. Energies are from ωB97M-V/def2-TZVPD.

Properties
Total charge: +1
Kohn-Sham gap: 6.6 eV
E_tot: -6450.69876 hartree
SMILES: CCCCN[n+]1cc2ccc(/C(Br)=C(/C)Br)c(S)c2c(F)c1O
Molar mass: 465.21 g/mol
LUMO level: -5.1 eV
E_HOMO: -0.429 Ha

Last column: Löwdin charge in e.
Atoms and positions in Å:
1 C 3.54 0.78 0.64  -0.13
2 C 3.61 2.41 0.63  -0.24
3 C 2.70 3.08 -0.53  -0.17
4 C 1.73 4.16 0.17  -0.18
5 N 0.29 4.09 -0.26  -0.01
6 N -0.20 2.79 -0.27  -0.08
7 C -0.16 1.86 0.84  0.10
8 C -0.76 0.40 0.80  -0.07
9 C -0.71 -0.52 2.06  0.01
10 C -1.30 -1.97 1.93  0.04
11 C -1.93 -2.50 0.56  -0.19
12 C -2.53 -3.99 0.45  -0.65
13 Br -4.30 -4.47 1.25  0.68
14 C -1.77 -4.99 -0.24  -0.64
15 C -2.26 -6.52 -0.43  -0.14
16 Br 0.03 -4.56 -1.02  0.66
17 C -2.00 -1.55 -0.70  -0.44
18 S -2.75 -2.25 -2.22  0.76
19 C -1.40 -0.11 -0.56  -0.03
20 C -1.42 0.91 -1.73  -0.01
21 F -1.95 0.66 -3.03  0.00
22 C -0.81 2.34 -1.53  -0.08
23 O -0.88 3.27 -2.62  0.05
24 H 2.60 0.41 0.09  0.06
25 H 3.54 0.39 1.73  0.08
26 H 4.51 0.38 0.18  0.08
27 H 3.33 2.74 1.69  0.09
28 H 4.73 2.66 0.50  0.11
29 H 2.18 2.32 -1.20  0.10
30 H 3.44 3.65 -1.21  0.12
31 H 1.76 4.17 1.31  0.11
32 H 2.11 5.20 -0.17  0.14
33 H -0.26 4.56 0.49  0.15
34 H 0.31 2.21 1.84  0.16
35 H -0.28 -0.15 3.05  0.11
36 H -1.25 -2.63 2.88  0.12
37 H -1.99 -7.13 0.51  0.10
38 H -1.80 -7.01 -1.36  0.08
39 H -3.40 -6.50 -0.61  0.07
40 H -3.88 -1.46 -2.45  -0.08
41 H -0.31 2.97 -3.36  0.14

***

(3)
Here is a molecular structure, C22H60N5O10V in a non-equilibrium geometry from the Open Molecules 2025 dataset. Energies are from ωB97M-V/def2-TZVPD.

Properties
Kohn-Sham gap: 7.5 eV
E_tot: -2844.27909 hartree
Molar mass: 605.69 g/mol
LUMO level: -1.6 eV
E_HOMO: -0.336 Ha
Relative energy (zero: lowest compared OMol25 entry of this formula, charge and spin): 0.0000 eV

Last column: Löwdin charge in e.
Atoms and positions in Å:
1 O -21.29 0.86 6.91  -0.34
2 V -21.45 0.61 8.49  1.00
3 O -21.17 1.98 9.28  -0.31
4 C -22.00 -2.69 10.37  0.06
5 C -21.85 -1.37 9.63  -0.60
6 O -20.68 -0.93 9.39  -0.08
7 O -22.87 -0.68 9.32  -0.01
8 H -21.91 -3.48 9.63  0.09
9 H -23.00 -2.72 10.77  0.10
10 H -21.20 -2.56 11.05  0.05
11 O -27.12 -1.70 15.47  -0.08
12 H -26.43 -1.57 14.80  0.03
13 H -27.43 -2.63 15.43  0.04
14 C -15.21 -1.54 7.97  -0.02
15 C -16.68 -1.16 8.27  -0.43
16 C -16.73 -0.29 9.45  -0.21
17 O -16.07 -0.79 10.67  -0.16
18 C -16.87 -1.77 11.16  -0.16
19 N -17.26 -0.24 7.21  0.06
20 H -14.80 -2.29 8.59  0.06
21 H -14.61 -0.69 8.01  0.06
22 H -15.24 -1.98 6.92  0.10
23 H -17.39 -2.07 8.38  0.12
24 H -17.77 -0.11 9.77  0.12
25 H -16.20 0.59 9.05  0.14
26 H -16.56 -1.84 12.21  0.10
27 H -16.69 -2.71 10.61  0.08
28 H -17.93 -1.56 11.12  0.07
29 H -17.39 -0.88 6.42  0.06
30 H -18.19 0.10 7.44  0.05
31 C -24.91 -5.19 5.62  -0.07
32 C -24.40 -3.89 6.15  -0.52
33 C -24.02 -2.95 5.02  -0.23
34 O -23.56 -1.75 5.58  -0.20
35 C -23.08 -0.84 4.59  -0.07
36 N -25.33 -3.25 6.98  0.05
37 H -25.79 -4.92 5.01  0.09
38 H -25.29 -5.85 6.40  0.08
39 H -24.15 -5.67 5.00  0.08
40 H -23.52 -4.17 6.74  0.12
41 H -24.93 -2.86 4.36  0.15
42 H -23.25 -3.38 4.40  0.12
43 H -22.29 -1.26 4.00  0.07
44 H -22.65 -0.02 5.18  0.06
45 H -23.91 -0.45 4.03  0.09
46 H -25.07 -2.28 7.09  0.07
47 H -25.46 -3.73 7.86  0.08
48 C -17.45 -2.99 3.71  -0.07
49 C -18.69 -3.86 3.74  -0.41
50 C -19.62 -3.45 4.90  -0.22
51 O -18.92 -3.34 6.10  -0.18
52 C -19.74 -3.12 7.25  -0.09
53 N -19.47 -3.82 2.47  0.03
54 H -16.83 -3.14 4.57  0.06
55 H -17.68 -1.94 3.74  0.07
56 H -16.82 -3.15 2.84  0.08
57 H -18.34 -4.90 3.90  0.14
58 H -20.47 -4.12 4.92  0.12
59 H -20.03 -2.44 4.62  0.13
60 H -20.43 -3.96 7.41  0.09
61 H -20.34 -2.25 7.12  0.07
62 H -19.06 -3.06 8.09  0.06
63 H -19.19 -4.32 1.65  0.06
64 H -19.74 -2.84 2.37  0.07
65 C -19.62 0.30 14.57  -0.01
66 C -21.16 0.01 14.40  -0.44
67 C -21.53 -1.42 14.42  -0.22
68 O -20.99 -2.12 13.32  -0.20
69 C -21.13 -3.49 13.51  -0.14
70 N -21.88 0.88 15.35  0.05
71 H -19.49 1.36 14.35  0.08
72 H -19.23 -0.48 13.99  0.04
73 H -19.44 0.01 15.60  0.08
74 H -21.46 0.35 13.44  0.12
75 H -22.62 -1.49 14.37  0.12
76 H -21.17 -1.99 15.34  0.15
77 H -20.54 -3.85 14.38  0.10
78 H -20.65 -3.96 12.66  0.07
79 H -22.15 -3.88 13.68  0.10
80 H -21.58 0.60 16.27  0.07
81 H -22.86 0.78 15.21  0.05
82 C -17.13 -5.65 9.00  -0.07
83 C -18.60 -5.99 9.19  -0.42
84 C -18.86 -7.55 9.38  -0.21
85 O -18.37 -8.24 8.29  -0.18
86 C -18.83 -9.55 8.33  -0.13
87 N -19.11 -5.21 10.32  0.05
88 H -16.83 -4.62 8.84  0.06
89 H -16.66 -6.18 8.16  0.08
90 H -16.51 -6.05 9.81  0.08
91 H -19.02 -5.71 8.22  0.11
92 H -19.92 -7.83 9.54  0.12
93 H -18.29 -7.86 10.29  0.14
94 H -18.37 -9.98 9.22  0.09
95 H -18.50 -10.02 7.45  0.08
96 H -19.95 -9.68 8.45  0.11
97 H -18.87 -4.23 10.25  0.05
98 H -20.10 -5.43 10.25  0.06

***

(4)
Here is 3 unconnected molecules or ions with the total composition C4H17N2O2 in a non-equilibrium geometry from the Open Molecules 2025 dataset. Energies are from ωB97M-V/def2-TZVPD.

Properties
Total charge: +1
Kohn-Sham gap: 9.6 eV
E_tot: -422.34479 hartree
Molar mass: 125.19 g/mol
LUMO level: -2.8 eV
E_HOMO: -0.455 Ha
Relative energy (zero: lowest compared OMol25 entry of this formula, charge and spin): 1.3037 eV

Last column: Löwdin charge in e.
Atoms and positions in Å:
1 N 1.42 -0.34 -0.52  0.21
2 C 0.93 -0.29 0.91  -0.31
3 C 1.72 -1.23 1.83  -0.02
4 C -0.57 -0.68 0.84  -0.21
5 N -1.33 0.46 0.41  -0.11
6 C -2.39 0.33 -0.62  -0.08
7 H 0.75 0.13 -1.14  0.16
8 H 2.29 0.18 -0.56  0.17
9 H 1.44 -1.31 -0.85  0.12
10 H 0.94 0.77 1.16  0.15
11 H 1.14 -2.15 1.95  0.09
12 H 1.86 -0.83 2.82  0.09
13 H 2.66 -1.49 1.33  0.09
14 H -0.71 -1.55 0.19  0.11
15 H -0.91 -1.07 1.81  0.13
16 H -1.70 1.02 1.16  0.11
17 H -2.26 -0.61 -1.14  0.07
18 H -3.39 0.43 -0.20  0.08
19 H -2.27 1.19 -1.28  0.07
20 H -0.41 5.35 -0.83  0.04
21 H 0.26 4.97 0.42  0.03
22 O -0.24 4.56 -0.29  -0.07
23 H 0.62 -2.70 -3.16  0.07
24 H -0.35 -2.75 -1.99  0.06
25 O 0.51 -2.39 -2.26  -0.05

***

(5)
Here is 2 unconnected molecules or ions with the total composition C22H38IN3O5P2S2 in a non-equilibrium geometry from the Open Molecules 2025 dataset. Energies are from ωB97M-V/def2-TZVPD.

Properties
Kohn-Sham gap: 8.3 eV
E_tot: -3178.19773 hartree
SMILES: CCN(CC)C(=S)SCCC[C@@]1(CCCCCN)OC(=O)[C@H](PP(=O)(O)O)[C@H]1I.c1ccncc1
Molar mass: 677.55 g/mol
LUMO level: -0.5 eV
E_HOMO: -0.324 Ha

Last column: Löwdin charge in e.
Atoms and positions in Å:
1 C 0.22 -4.57 -1.42  -0.09
2 C 1.59 -5.01 -2.17  -0.23
3 N 2.71 -4.41 -1.39  -0.28
4 C 3.90 -4.10 -2.22  -0.24
5 C 3.76 -2.59 -2.81  -0.11
6 C 3.03 -5.18 -0.17  -1.03
7 S 3.49 -6.80 -0.23  0.62
8 S 2.89 -4.30 1.46  0.84
9 C 2.38 -2.58 0.97  -0.52
10 C 2.41 -1.51 2.17  -0.22
11 C 2.63 -0.04 1.48  -0.13
12 C 1.25 0.82 1.44  -0.46
13 C 1.06 1.27 2.97  -0.12
14 C 2.06 2.41 3.47  -0.18
15 C 1.77 3.87 2.82  -0.22
16 C 2.38 5.08 3.66  -0.19
17 C 2.56 6.33 2.65  -0.29
18 N 1.20 6.68 2.09  -0.04
19 O 1.25 1.90 0.44  -0.11
20 C -0.15 2.30 0.40  -0.41
21 O -0.40 3.49 0.16  0.09
22 C -1.10 1.04 0.67  -0.51
23 P -2.47 1.15 1.97  0.85
24 P -4.45 1.27 1.08  0.42
25 O -5.40 0.47 2.01  -0.40
26 O -4.90 2.92 1.01  -0.20
27 O -4.58 0.52 -0.47  -0.26
28 C 0.05 -0.10 0.84  -0.49
29 I 0.62 -0.38 -1.29  1.04
30 H 0.36 -4.56 -0.27  0.06
31 H -0.63 -5.28 -1.72  0.07
32 H -0.11 -3.52 -1.72  0.03
33 H 1.55 -4.45 -3.18  0.12
34 H 1.64 -6.14 -2.30  0.10
35 H 4.06 -4.78 -3.11  0.12
36 H 4.87 -4.08 -1.60  0.13
37 H 4.45 -2.42 -3.71  0.08
38 H 2.68 -2.38 -3.17  0.05
39 H 4.03 -1.79 -2.04  0.06
40 H 1.29 -2.65 0.61  0.03
41 H 3.06 -2.28 0.09  0.06
42 H 3.23 -1.74 2.93  0.11
43 H 1.41 -1.54 2.73  0.10
44 H 3.44 0.46 2.11  0.11
45 H 3.08 -0.15 0.42  0.09
46 H -0.01 1.67 3.18  0.10
47 H 1.18 0.39 3.71  0.13
48 H 3.17 2.16 3.38  0.11
49 H 1.86 2.55 4.60  0.12
50 H 0.66 3.98 2.57  0.11
51 H 2.31 3.85 1.79  0.12
52 H 3.42 4.80 4.03  0.11
53 H 1.64 5.35 4.47  0.12
54 H 3.01 7.23 3.17  0.11
55 H 3.25 6.09 1.76  0.11
56 H 1.22 7.61 1.64  0.06
57 H 1.05 6.03 1.31  0.06
58 H -1.64 0.72 -0.28  0.05
59 H -2.40 -0.12 2.68  -0.04
60 H -5.31 3.13 0.14  0.08
61 H -4.53 -0.45 -0.24  0.09
62 H -0.22 -1.05 1.40  0.10
63 N -4.76 -0.50 -5.20  0.05
64 C -4.84 0.14 -4.02  -0.15
65 C -5.94 0.09 -3.19  -0.09
66 C -7.04 -0.67 -3.59  -0.08
67 C -6.98 -1.34 -4.80  -0.08
68 C -5.83 -1.23 -5.56  -0.16
69 H -3.96 0.72 -3.76  0.10
70 H -5.95 0.63 -2.25  0.07
71 H -7.92 -0.73 -2.96  0.11
72 H -7.82 -1.94 -5.14  0.10
73 H -5.74 -1.75 -6.51  0.10

***

(6)
Here is C3H6N2O in the gas phase in a non-equilibrium geometry from the Open Molecules 2025 dataset. Energies are from ωB97M-V/def2-TZVPD.

Properties
Kohn-Sham gap: 9.5 eV
E_tot: -302.57226 hartree
SMILES: C=CO/N=C\N
Molar mass: 86.09 g/mol
LUMO level: 0.9 eV
E_HOMO: -0.316 Ha
Relative energy (zero: lowest compared OMol25 entry of this formula, charge and spin): 3.2883 eV

Last column: Löwdin charge in e.
Atoms and positions in Å:
1 N -1.69 -1.18 -0.73  0.11
2 C -0.35 -1.35 -0.83  -0.27
3 C 0.78 0.94 1.18  -0.24
4 C 1.27 1.73 0.24  0.01
5 O 0.04 -0.22 1.09  -0.12
6 N 0.55 -0.91 -0.04  0.01
7 H -2.33 -1.70 -1.30  0.09
8 H -2.05 -0.71 0.09  0.09
9 H 0.01 -1.95 -1.65  0.12
10 H 0.71 1.26 2.21  0.10
11 H 1.66 2.70 0.51  0.05
12 H 1.40 1.40 -0.77  0.04

***

- Kohn-Sham gap of number 6 (C3H6N2O)?
  9.5 eV

***

- Which of these has the highest E_HOMO?
  C3H6N2O